Entry from the Open Molecules 2025 dataset: a cluster of 9 separate species, H18O9 in total (ωB97M-V with the def2-TZVPD basis set).

The value obtained for the molar mass is 162.13 g mol⁻¹. The HOMO energy comes out at -0.3903 Eh. As for the total charge: 0. As for the SMILES: O.O.O.O.O.O.O.O.O. The maximum force is 0.011 hartree/bohr. The gap between HOMO and LUMO comes out at 10.33 eV.

```
27
H18O9 (ωB97M-V with the def2-TZVPD basis set)
O 0.71 -0.67 0.86
H 0.86 0.22 0.53
H -0.08 -0.59 1.40
O -0.60 2.68 2.92
H -0.21 3.45 2.49
H -0.62 2.01 2.23
O 3.41 3.08 2.79
H 2.59 3.59 2.87
H 3.50 2.65 3.64
O 0.36 -1.12 -2.56
H -0.08 -0.49 -3.14
H -0.02 -0.95 -1.69
O 1.19 3.62 0.50
H 1.13 3.40 1.44
H 1.96 4.20 0.44
O -2.05 -2.09 -1.93
H -2.98 -1.99 -1.67
H -1.77 -1.19 -2.15
O -2.14 -3.82 0.32
H -1.48 -3.20 0.65
H -2.98 -3.42 0.57
O 1.93 -3.95 -1.09
H 1.27 -4.65 -1.19
H 2.23 -3.78 -1.99
O -1.71 0.80 -2.01
H -2.42 1.02 -1.40
H -1.98 1.22 -2.83
```